Here is a cluster of 8 separate species, C4H24NO10 in total at a distorted geometry from the Open Molecules 2025 dataset. Energies are from ωB97M-V with the def2-TZVPD basis set.

```
39
Properties=species:S:1:pos:R:3
C 2.542 0.989 -0.618
O 2.803 1.095 -2.028
C 1.038 0.483 -0.712
C 0.265 1.634 -1.585
C -1.218 1.428 -1.375
O -2.026 2.386 -1.979
O -1.650 0.613 -0.587
N 0.515 0.236 0.655
H 3.155 0.144 -0.072
H 2.636 2.014 -0.246
H 3.651 1.034 -2.343
H 0.779 -0.494 -1.342
H 0.462 1.380 -2.591
H 0.513 2.787 -1.433
H -3.018 2.299 -1.663
H 0.575 1.099 1.138
H 1.085 -0.365 1.252
H -0.466 -0.140 0.786
H 2.004 -2.982 -0.430
H 3.082 -2.659 0.755
O 2.201 -2.891 0.559
H -2.537 -3.187 -2.589
H -2.236 -2.319 -1.357
O -1.771 -2.811 -2.061
H 0.824 2.640 2.369
H 1.940 2.397 3.310
O 1.374 1.982 2.699
H 1.456 -2.873 -3.045
H 1.319 -4.079 -2.067
O 1.465 -3.137 -2.113
H -1.869 0.158 2.942
H -0.532 0.746 3.517
O -0.908 0.022 2.968
H -2.676 2.592 1.495
H -2.583 1.108 1.194
O -2.023 1.892 1.369
H -3.885 -1.727 1.202
H -2.944 -2.146 2.236
O -3.342 -1.347 1.790
```

Properties
**Total charge**: 0
**HOMO energy (spin up / spin down)**: -2.21 / -10.30 eV
**2S+1**: 2

---

Here is a cluster of 8 separate species, C4H24NO10 in total at a distorted geometry from the Open Molecules 2025 dataset. Energies are from ωB97M-V with the def2-TZVPD basis set.

```
39
Properties=species:S:1:pos:R:3
O -1.423 -0.235 -1.261
C -1.617 -1.223 -0.625
O -2.850 -1.723 -0.411
C -0.574 -2.280 -0.264
C 0.760 -1.579 0.049
C 1.902 -2.611 0.020
O 1.645 -3.790 0.771
N -1.033 -2.947 0.971
H -3.600 -1.353 -0.908
H -0.524 -2.874 -1.177
H 0.918 -0.682 -0.535
H 0.683 -1.133 1.047
H 2.150 -2.773 -1.033
H 2.780 -2.103 0.421
H 1.468 -4.471 0.140
H -0.367 -3.628 1.343
H -1.920 -3.381 0.790
H -1.141 -2.286 1.771
H 1.593 2.302 -0.880
H 2.391 3.320 0.040
O 2.051 2.427 -0.014
H 0.580 0.589 -3.674
H 1.422 -0.724 -3.862
O 0.537 -0.355 -3.924
H 1.491 2.727 -2.814
H 0.047 2.101 -2.370
O 0.994 1.983 -2.467
H -0.954 3.521 -0.415
H -1.950 4.012 -1.457
O -1.152 3.492 -1.379
H -0.098 4.573 0.846
H 0.657 3.170 0.697
O -0.093 3.659 1.132
H -0.997 0.053 3.110
H -0.813 -1.238 3.956
O -1.039 -0.938 3.065
H -0.547 2.464 2.375
H -0.514 2.121 3.886
O -0.864 1.813 3.038
```

Properties
**Total charge**: +1
**HOMO energy**: -13.27 eV
**2S+1**: 1

---

Here is a cluster of 8 separate species, C4H24NO8S in total at a distorted geometry from the Open Molecules 2025 dataset. Energies are from ωB97M-V with the def2-TZVPD basis set.

```
38
Properties=species:S:1:pos:R:3
C -1.832 2.457 1.140
N -1.309 1.395 0.247
C -0.012 0.795 0.674
C -0.046 -0.729 0.244
S 1.417 -1.654 0.912
C 1.097 1.667 0.073
O 2.046 1.889 1.182
H -1.639 3.576 0.826
H -2.944 2.529 0.946
H -1.829 2.219 2.166
H -1.161 1.813 -0.731
H 0.077 0.847 1.882
H 0.023 -0.865 -0.934
H -0.891 -1.227 0.646
H 2.621 1.025 1.349
H 1.408 1.068 -0.792
H 1.056 2.666 -0.228
H -1.251 -1.383 -2.494
H -0.564 -2.666 -1.881
O -1.218 -2.349 -2.391
H -1.811 -2.343 2.946
H -2.210 -1.931 1.599
O -2.541 -2.444 2.288
H 0.239 -2.355 3.393
H 0.051 -1.034 2.994
O 0.145 -1.484 3.877
H -0.126 0.486 -2.266
H 0.971 1.266 -2.985
O 0.120 1.279 -2.686
H -2.469 -1.600 -1.039
H -2.663 -0.067 -0.526
O -3.086 -0.876 -0.927
H 4.005 0.834 0.152
H 3.540 -0.488 0.425
O 4.106 -0.008 -0.108
H 2.614 -0.495 -2.678
H 1.868 -1.351 -3.719
O 2.198 -0.462 -3.579
```

Properties
**Total charge**: 0
**HOMO energy (spin up / spin down)**: -9.68 / -9.68 eV
**2S+1**: 2

---

Here is a cluster of 8 separate species, C4H24O7S in total at a distorted geometry from the Open Molecules 2025 dataset. Energies are from ωB97M-V with the def2-TZVPD basis set.

```
36
Properties=species:S:1:pos:R:3
C -3.125 0.867 -2.306
C -1.953 0.253 -1.548
C -0.693 1.266 -1.516
C -0.708 2.586 -2.287
S 0.929 3.404 -2.203
H -2.976 1.584 -3.072
H -3.781 0.165 -2.819
H -3.592 1.609 -1.485
H -1.512 -0.570 -2.154
H -2.244 -0.159 -0.535
H 0.096 0.571 -1.965
H -0.557 1.528 -0.416
H -1.344 3.306 -1.770
H -1.044 2.324 -3.295
H 1.701 2.298 -1.621
H 2.812 -2.186 2.974
H 2.208 -0.900 2.955
O 3.114 -1.299 3.151
H 1.824 0.910 2.626
H 0.891 0.165 3.756
O 0.995 0.369 2.745
H 0.793 -3.010 -1.696
H 2.014 -3.976 -1.575
O 1.047 -3.960 -1.416
H -0.734 2.716 2.006
H -1.233 1.702 2.698
O -1.232 2.653 2.792
H 0.017 -2.650 0.917
H 1.542 -2.694 0.750
O 0.804 -2.140 0.900
H 3.720 -1.165 0.644
H 4.515 -1.283 -0.625
O 3.694 -1.334 -0.316
H -2.751 -0.833 1.710
H -1.159 -0.873 1.821
O -2.077 -1.244 2.175
```

Properties
**Total charge**: 0
**HOMO energy**: -9.19 eV
**2S+1**: 1
**SMILES**: CCCCS.O.O.O.O.O.O.O